Molecular formula: C48H95NO37P2
Method: DFT, ωB97M-V/def2-TZVPD

Last columns: bonded neighbours and bond lengths (Å).
Atoms and positions in Å:
1 C -2.16 3.98 2.04  C2 1.510, H8 1.089, H9 1.087, H10 1.096
2 C -1.96 5.31 1.34  C1 1.510, O3 1.445, H11 1.089, H12 1.092
3 O -0.82 5.14 0.47  C2 1.445, C4 1.344
4 C -0.27 6.21 -0.14  O3 1.344, O5 1.235, O6 1.330
5 O -0.57 7.39 0.05  C4 1.235
6 O 0.66 5.74 -0.96  C4 1.330, C7 1.411
7 C 1.17 6.62 -1.94  O6 1.411, H13 1.094, H14 1.099, H15 1.081
8 H -1.24 3.52 2.38  C1 1.089
9 H -2.72 3.31 1.39  C1 1.087
10 H -2.73 4.14 2.96  C1 1.096
11 H -1.83 6.14 2.03  C2 1.089
12 H -2.80 5.53 0.67  C2 1.092
13 H 1.37 7.62 -1.56  C7 1.094
14 H 0.45 6.78 -2.76  C7 1.099
15 H 2.06 6.17 -2.36  C7 1.081
16 C 4.60 -0.32 0.82  C17 1.514, H23 1.086, H24 1.089, H25 1.086
17 C 4.75 -0.77 -0.62  C16 1.514, O18 1.467, H26 1.096, H27 1.087
18 O 3.92 -1.99 -0.67  C17 1.467, C19 1.304
19 C 4.01 -2.76 -1.72  O18 1.304, O20 1.188, O21 1.310
20 O 4.63 -2.57 -2.71  C19 1.188
21 O 3.31 -3.83 -1.43  C19 1.310, C22 1.417
22 C 3.22 -4.96 -2.28  O21 1.417, H28 1.091, H29 1.088, H30 1.086
23 H 3.54 -0.14 0.95  C16 1.086
24 H 5.11 0.63 0.99  C16 1.089
25 H 5.03 -1.04 1.52  C16 1.086
26 H 5.76 -1.11 -0.88  C17 1.096
27 H 4.44 -0.01 -1.33  C17 1.087
28 H 4.11 -5.56 -2.14  C22 1.091
29 H 3.11 -4.66 -3.32  C22 1.088
30 H 2.35 -5.56 -2.04  C22 1.086
31 C 1.17 -2.63 -4.63  C32 1.494, H38 1.094, H39 1.084, H40 1.094
32 C 1.20 -4.04 -5.12  C31 1.494, O33 1.481, H41 1.093, H42 1.094
33 O -0.19 -4.31 -5.58  C32 1.481, C34 1.304
34 C -0.37 -5.45 -6.18  O33 1.304, O35 1.167, O36 1.307
35 O 0.43 -6.30 -6.30  C34 1.167
36 O -1.62 -5.49 -6.58  C34 1.307, C37 1.425
37 C -2.04 -6.74 -7.12  O36 1.425, H43 1.093, H44 1.090, H45 1.084
38 H 0.82 -2.04 -5.48  C31 1.094
39 H 2.11 -2.24 -4.26  C31 1.084
40 H 0.34 -2.55 -3.92  C31 1.094
41 H 1.36 -4.86 -4.41  C32 1.093
42 H 1.85 -4.14 -5.99  C32 1.094
43 H -1.93 -7.52 -6.37  C37 1.093
44 H -1.48 -7.00 -8.02  C37 1.090
45 H -3.10 -6.69 -7.36  C37 1.084
46 C 1.84 -3.39 1.80  C47 1.515, H53 1.094, H54 1.095, H55 1.087
47 C 2.49 -2.92 3.09  C46 1.515, O48 1.409, H56 1.088, H57 1.097
48 O 2.67 -1.52 3.11  C47 1.409, C49 1.312
49 C 3.28 -0.96 4.12  O48 1.312, O50 1.176, O51 1.327
50 O 3.66 -1.47 5.11  C49 1.176
51 O 3.42 0.33 3.83  C49 1.327, C52 1.439
52 C 4.06 1.25 4.72  O51 1.439, H58 1.089, H59 1.092, H60 1.092
53 H 2.20 -2.88 0.90  C46 1.094
54 H 0.77 -3.15 1.83  C46 1.095
55 H 1.93 -4.46 1.64  C46 1.087
56 H 3.40 -3.45 3.37  C47 1.088
57 H 1.76 -3.19 3.86  C47 1.097
58 H 4.93 1.71 4.24  C52 1.089
59 H 4.39 0.77 5.65  C52 1.092
60 H 3.33 2.01 4.99  C52 1.092
61 C 2.46 1.03 -2.73  C62 1.517, H68 1.091, H69 1.092, H70 1.090
62 C 1.95 2.45 -2.86  C61 1.517, O63 1.427, H71 1.094, H72 1.095
63 O 0.67 2.51 -2.23  C62 1.427, C64 1.338
64 C -0.17 3.49 -2.59  O63 1.338, O65 1.188, O66 1.337
65 O 0.08 4.41 -3.29  C64 1.188
66 O -1.31 3.31 -1.91  C64 1.337, C67 1.429
67 C -2.41 4.18 -2.16  O66 1.429, H73 1.092, H74 1.101, H75 1.084
68 H 2.72 0.84 -1.68  C61 1.091
69 H 3.34 0.86 -3.35  C61 1.092
70 H 1.70 0.30 -3.04  C61 1.090
71 H 1.95 2.77 -3.90  C62 1.094
72 H 2.62 3.15 -2.35  C62 1.095
73 H -2.20 4.96 -2.89  C67 1.092
74 H -2.56 4.72 -1.22  C67 1.101
75 H -3.33 3.67 -2.43  C67 1.084
76 C 1.44 4.73 3.86  C77 1.494, H83 1.087, H84 1.088, H85 1.095
77 C 1.09 3.76 4.94  C76 1.494, O78 1.448, H86 1.086, H87 1.091
78 O 0.69 2.54 4.26  C77 1.448, C79 1.319
79 C 0.55 1.47 5.01  O78 1.319, O80 1.175, O81 1.318
80 O 0.75 1.42 6.17  C79 1.175
81 O 0.14 0.47 4.26  C79 1.318, C82 1.434
82 C 0.13 -0.81 4.90  O81 1.434, H88 1.086, H89 1.095, H90 1.088
83 H 0.62 4.83 3.16  C76 1.087
84 H 2.41 4.47 3.43  C76 1.088
85 H 1.57 5.73 4.29  C76 1.095
86 H 0.29 4.11 5.57  C77 1.086
87 H 1.91 3.54 5.63  C77 1.091
88 H -0.38 -0.72 5.85  C82 1.086
89 H 1.14 -1.22 5.05  C82 1.095
90 H -0.33 -1.50 4.20  C82 1.088
91 C -0.96 -7.09 3.64  C92 1.525, H98 1.094, H99 1.087, H100 1.085
92 C -1.62 -6.23 2.56  C91 1.525, O93 1.455, H101 1.086, H102 1.092
93 O -1.81 -4.91 3.13  C92 1.455, C94 1.322
94 C -2.77 -4.17 2.62  O93 1.322, O95 1.173, O96 1.322
95 O -3.60 -4.54 1.87  C94 1.173
96 O -2.67 -2.93 3.06  C94 1.322, C97 1.449
97 C -3.73 -2.02 2.67  O96 1.449, H103 1.096, H104 1.089, H105 1.082
98 H -1.12 -8.14 3.39  C91 1.094
99 H -1.45 -6.97 4.60  C91 1.087
100 H 0.10 -6.86 3.70  C91 1.085
101 H -2.54 -6.70 2.21  C92 1.086
102 H -0.96 -6.09 1.70  C92 1.092
103 H -4.70 -2.43 2.95  C97 1.096
104 H -3.70 -1.87 1.59  C97 1.089
105 H -3.61 -1.10 3.23  C97 1.082
106 C -1.87 -0.22 -5.13  C107 1.521, H113 1.092, H114 1.097, H115 1.086
107 C -0.95 0.31 -6.23  C106 1.521, O108 1.428, H116 1.085, H117 1.091
108 O -1.76 0.90 -7.25  C107 1.428, C109 1.299
109 C -1.42 0.63 -8.47  O108 1.299, O110 1.185, O111 1.306
110 O -0.55 -0.09 -8.84  C109 1.185
111 O -2.25 1.27 -9.25  C109 1.306, C112 1.424
112 C -2.03 1.06 -10.65  O111 1.424, H118 1.095, H119 1.088, H120 1.084
113 H -1.30 -0.54 -4.25  C106 1.092
114 H -2.34 -1.15 -5.47  C106 1.097
115 H -2.63 0.51 -4.87  C106 1.086
116 H -0.36 -0.50 -6.64  C107 1.085
117 H -0.37 1.13 -5.82  C107 1.091
118 H -2.34 0.05 -10.94  C112 1.095
119 H -0.99 1.19 -10.91  C112 1.088
120 H -2.67 1.75 -11.18  C112 1.084
121 C 6.69 3.71 -0.57  C122 1.515, H128 1.095, H129 1.091, H130 1.088
122 C 5.60 3.11 -1.43  C121 1.515, O123 1.402, H131 1.086, H132 1.089
123 O 4.60 2.52 -0.64  C122 1.402, C124 1.331
124 C 3.53 3.26 -0.34  O123 1.331, O125 1.190, O126 1.310
125 O 3.35 4.37 -0.70  C124 1.190
126 O 2.74 2.51 0.40  C124 1.310, C127 1.443
127 C 1.46 3.05 0.80  O126 1.443, H133 1.088, H134 1.083, H135 1.082
128 H 7.17 2.93 0.03  C121 1.095
129 H 6.30 4.41 0.17  C121 1.091
130 H 7.43 4.21 -1.19  C121 1.088
131 H 6.02 2.35 -2.08  C122 1.086
132 H 5.18 3.91 -2.04  C122 1.089
133 H 1.26 2.39 1.64  C127 1.088
134 H 0.73 3.00 0.01  C127 1.083
135 H 1.54 4.06 1.19  C127 1.082
136 C 0.38 -0.88 -0.55  C137 1.377, C141 1.385, H145 1.091
137 C 0.49 -0.27 0.68  C136 1.377, C138 1.391, H146 1.079
138 C -0.70 0.20 1.23  C137 1.391, C139 1.374, H147 1.087
139 C -1.90 0.10 0.58  C138 1.374, C140 1.372, N142 1.455
140 C -1.98 -0.59 -0.61  C139 1.372, C141 1.389, H148 1.085
141 C -0.82 -1.02 -1.23  C136 1.385, C140 1.389, H149 1.078
142 N -3.12 0.57 1.22  C139 1.455, O143 1.207, O144 1.215
143 O -3.08 0.76 2.41  N142 1.207
144 O -4.09 0.76 0.51  N142 1.215
145 H 1.28 -1.29 -1.02  C136 1.091
146 H 1.41 -0.19 1.24  C137 1.079
147 H -0.64 0.72 2.19  C138 1.087
148 H -2.90 -0.73 -1.16  C140 1.085
149 H -0.86 -1.48 -2.21  C141 1.078
150 C -4.70 5.53 5.13  O151 1.418, H158 1.089, H159 1.104, H160 1.090
151 O -4.04 5.02 6.28  C150 1.418, P152 1.595
152 P -2.45 4.88 6.32  O151 1.595, O153 1.453, O154 1.580, O156 1.580
153 O -1.71 6.12 6.17  P152 1.453
154 O -2.27 4.12 7.70  P152 1.580, C155 1.422
155 C -2.81 4.73 8.86  O154 1.422, H161 1.091, H162 1.088, H163 1.085
156 O -2.12 3.75 5.27  P152 1.580, C157 1.436
157 C -2.81 2.50 5.34  O156 1.436, H164 1.089, H165 1.088, H166 1.089
158 H -5.31 4.78 4.63  C150 1.089
159 H -3.98 5.89 4.37  C150 1.104
160 H -5.27 6.43 5.36  C150 1.090
161 H -3.36 5.64 8.64  C155 1.091
162 H -1.97 5.01 9.50  C155 1.088
163 H -3.49 4.06 9.38  C155 1.085
164 H -3.12 2.18 4.34  C157 1.089
165 H -3.71 2.56 5.95  C157 1.088
166 H -2.11 1.78 5.75  C157 1.089
167 C -0.05 -4.30 -1.04  O168 1.416, H175 1.094, H176 1.100, H177 1.086
168 O -0.67 -5.11 -2.02  C167 1.416, P169 1.561
169 P -2.20 -5.44 -2.00  O168 1.561, O170 1.448, O171 1.578, O173 1.592
170 O -2.71 -6.09 -3.19  P169 1.448
171 O -2.35 -6.23 -0.64  P169 1.578, C172 1.445
172 C -3.58 -6.93 -0.34  O171 1.445, H178 1.089, H179 1.089, H180 1.091
173 O -2.80 -4.00 -1.72  P169 1.592, C174 1.426
174 C -4.21 -3.84 -1.60  O173 1.426, H181 1.092, H182 1.092, H183 1.098
175 H 0.72 -4.86 -0.51  C167 1.094
176 H -0.68 -3.92 -0.22  C167 1.100
177 H 0.38 -3.40 -1.47  C167 1.086
178 H -3.28 -7.95 -0.10  C172 1.089
179 H -4.28 -6.91 -1.18  C172 1.089
180 H -4.08 -6.49 0.52  C172 1.091
181 H -4.77 -4.49 -2.27  C174 1.092
182 H -4.49 -2.81 -1.81  C174 1.092
183 H -4.54 -4.01 -0.56  C174 1.098

Properties
Highest occupied orbital energy (eV): -10.021
E (eV): -147145.3337
Energy relative to the best compared isomer or geometry (same formula, charge and spin) (kcal per mole): 24.6

Mulliken population analysis, charges in e, atoms 1 to 4:
1 C 0.418
2 C -1.372
3 O 0.371
4 C 0.474